*one*
Molecular formula: H14IO7
Method: DFT, ωB97M-V/def2-TZVPD

```
22
H14IO7 (ωB97M-V/def2-TZVPD)
I -0.009 0.595 -0.563
O -3.155 -1.026 -1.931
O 1.741 2.119 2.418
O 0.377 -1.074 2.713
O -0.288 -3.088 -0.713
O 3.133 2.463 -0.614
O 2.077 -1.199 -3.128
O -2.870 1.125 1.766
H 3.450 1.832 0.040
H 1.682 3.026 2.101
H 1.529 -0.784 -2.440
H -3.659 1.015 1.227
H 1.578 1.590 1.621
H -0.637 -3.133 0.182
H -0.065 -2.147 -0.828
H 2.355 2.029 -1.010
H 1.446 -1.455 -3.809
H -2.546 -0.389 -1.519
H -2.131 0.940 1.157
H 0.548 -0.519 1.930
H -0.574 -0.994 2.846
H -3.981 -0.926 -1.446
```

Calculated values
**Spin multiplicity**: 1
**LUMO**: 2.86 eV
**Total charge**: -1
**Molecular weight**: 253.009 g mol⁻¹
**Gap between HOMO and LUMO**: 8.6558 eV

Atom charges from the natural (NBO) analysis, given in e for atoms 1 to 4:
1 I -0.93
2 O -0.95
3 O -0.96
4 O -0.96

*two*
Molecular formula: H14IO7
Method: DFT, ωB97M-V/def2-TZVPD

```
22
H14IO7 (ωB97M-V/def2-TZVPD)
I 0.338 0.043 0.069
O -2.565 0.062 2.259
O 1.395 3.401 -0.132
O 0.466 -0.158 -3.499
O 3.365 -2.165 0.857
O 0.380 -3.287 -1.164
O -2.980 -0.355 -1.375
O -0.137 2.143 2.938
H 0.694 2.261 3.398
H 0.110 1.801 2.079
H 0.243 -2.518 -0.610
H -0.034 0.608 -3.782
H 2.563 -1.868 0.428
H 3.136 -3.017 1.230
H -2.148 -0.038 -1.023
H 0.171 -0.318 -2.602
H 0.210 -4.032 -0.587
H -3.444 0.438 -1.644
H 0.895 2.585 -0.170
H 1.490 3.666 -1.047
H -2.240 0.777 2.806
H -1.908 -0.031 1.570
```

Calculated values
**Spin multiplicity**: 1
**LUMO**: 3.06 eV
**Total charge**: -1
**Molecular weight**: 253.009 g mol⁻¹
**Gap between HOMO and LUMO**: 8.6469 eV

Atom charges from the natural (NBO) analysis, given in e for atoms 1 to 4:
1 I -0.91
2 O -0.97
3 O -0.96
4 O -0.95

Which is most stable? The ranking, best first, is *one*, *two*.

*one*
Molecular formula: C4H3NS2
Method: DFT, ωB97M-V/def2-TZVPD

```
10
C4H3NS2 (ωB97M-V/def2-TZVPD)
S -1.085 0.862 1.541
S 0.695 -1.499 -1.365
N -1.275 -3.036 1.294
C -0.395 0.501 0.221
C -0.285 -1.044 -0.131
C 0.647 1.432 -0.523
C -0.817 -2.005 0.937
H 0.449 1.451 -1.603
H 1.792 1.008 -0.345
H 0.274 2.330 -0.026
```

Calculated values
**Spin multiplicity**: 1
**LUMO**: -2.28 eV
**Molecular weight**: 129.209 g mol⁻¹
**Structure (SMILES)**: CC(=S)C(=S)C#N
**Gap between HOMO and LUMO**: 7.0950 eV

Atom charges from the natural (NBO) analysis, given in e for atoms 1 to 4:
1 S 0.23
2 S 0.20
3 N -0.23
4 C -0.20

*two*
Molecular formula: C4H3NS2
Method: DFT, ωB97M-V/def2-TZVPD

```
10
C4H3NS2 (ωB97M-V/def2-TZVPD)
S 1.106 -1.706 -0.041
S 2.970 0.989 0.021
N -1.402 -0.704 0.026
C 0.202 1.161 -0.025
C -1.045 0.577 -0.052
C 1.445 0.577 0.007
C -0.580 -1.699 0.066
H -1.899 1.238 -0.135
H -1.027 -2.680 0.171
H 0.229 2.247 -0.036
```

Calculated values
**Spin multiplicity**: 1
**LUMO (spin up / spin down)**: -1.27 / -1.27 eV
**Molecular weight**: 129.209 g mol⁻¹
**Gap between HOMO and LUMO (spin up / spin down)**: 7.6002 / 7.5995 eV

Atom charges from the natural (NBO) analysis, given in e for atoms 1 to 4:
1 S 0.15
2 S 0.13
3 N -0.51
4 C -0.45

Which is most stable? The ranking, best first, is *two*, *one*.

*one*
Molecular formula: C2H8N2O
Method: DFT, ωB97M-V/def2-TZVPD

```
13
C2H8N2O (ωB97M-V/def2-TZVPD)
O -4.097 0.369 -0.710
N 2.093 -1.299 1.420
N 1.102 0.915 -1.096
C 0.556 0.158 -0.054
C 1.187 -0.257 1.109
H -3.229 0.551 -0.967
H 1.006 0.522 1.890
H -0.528 0.324 -0.220
H 0.332 1.422 -1.580
H 1.975 1.304 -1.202
H 2.223 -1.798 0.612
H -4.424 -0.285 -1.351
H 1.803 -1.925 2.150
```

Calculated values
**Spin multiplicity**: 1
**LUMO**: 0.33 eV
**Molecular weight**: 76.099 g mol⁻¹
**Structure (SMILES)**: N/C=C\N.O
**Gap between HOMO and LUMO**: 6.3915 eV

Atom charges from the natural (NBO) analysis, given in e for atoms 1 to 4:
1 O -0.93
2 N -0.82
3 N -0.80
4 C 0.00

*two*
Molecular formula: C2H8N2O
Method: DFT, ωB97M-V/def2-TZVPD

```
13
C2H8N2O (ωB97M-V/def2-TZVPD)
O 2.585 -1.068 -4.246
N 0.303 -0.541 0.645
N -2.261 0.827 1.114
C -1.245 0.650 2.056
C -0.076 0.035 1.859
H 0.748 0.240 2.531
H 1.043 -1.189 0.699
H -3.161 0.448 1.352
H -1.388 1.058 3.050
H -2.089 0.966 0.148
H 2.356 -0.169 -3.981
H 3.206 -0.836 -4.955
H -0.021 -0.420 -0.272
```

Calculated values
**Spin multiplicity**: 1
**LUMO**: 0.75 eV
**Molecular weight**: 76.099 g mol⁻¹
**Structure (SMILES)**: N/C=C\N.O
**Gap between HOMO and LUMO**: 8.1150 eV

Atom charges from the natural (NBO) analysis, given in e for atoms 1 to 4:
1 O -0.93
2 N -0.86
3 N -0.86
4 C -0.10

Which is most stable? The ranking, best first, is *two*, *one*.

*one*
Molecular formula: C2H8N2O
Method: DFT, ωB97M-V/def2-TZVPD

```
13
C2H8N2O (ωB97M-V/def2-TZVPD)
O -1.461 -2.305 1.683
N 0.086 2.584 -0.301
N 0.242 -1.189 -0.565
C 0.424 1.272 -0.866
C 0.046 0.172 -0.214
H -0.203 0.209 0.846
H 0.831 2.860 0.330
H -0.564 -2.335 1.321
H 1.109 1.320 -1.698
H 1.118 -1.419 -1.016
H -1.325 -2.628 2.583
H -0.478 -1.735 -0.997
H 0.173 3.194 -1.106
```

Calculated values
**Spin multiplicity**: 1
**LUMO**: 1.05 eV
**Molecular weight**: 76.099 g mol⁻¹
**Structure (SMILES)**: N/C=C/N.O
**Gap between HOMO and LUMO**: 9.7556 eV

Atom charges from the natural (NBO) analysis, given in e for atoms 1 to 4:
1 O -0.95
2 N -0.83
3 N -0.89
4 C -0.07

*two*
Molecular formula: C2H8N2O
Method: DFT, ωB97M-V/def2-TZVPD

```
13
C2H8N2O (ωB97M-V/def2-TZVPD)
O -1.843 -0.037 1.794
N 1.839 1.100 -1.561
N -0.577 -1.889 1.427
C 0.537 0.654 -1.100
C -0.706 -0.720 1.924
H 0.648 -0.261 -0.516
H 1.721 1.862 -2.227
H 2.293 0.342 -2.069
H 0.075 1.418 -0.469
H -1.418 -2.204 0.947
H 0.071 -0.172 2.475
H -2.517 -0.543 1.320
H -0.125 0.447 -1.945
```

Calculated values
**Spin multiplicity**: 1
**LUMO**: 0.76 eV
**Molecular weight**: 76.099 g mol⁻¹
**Structure (SMILES)**: [H]/N=C\O.CN
**Gap between HOMO and LUMO**: 9.9740 eV

Atom charges from the natural (NBO) analysis, given in e for atoms 1 to 4:
1 O -0.68
2 N -0.83
3 N -0.71
4 C -0.42

*three*
Molecular formula: C2H8N2O
Method: DFT, ωB97M-V/def2-TZVPD

```
13
C2H8N2O (ωB97M-V/def2-TZVPD)
O 3.046 -1.206 1.229
N 0.179 -0.644 -1.507
N -1.989 1.401 0.732
C -0.264 0.230 -0.491
C -1.535 0.632 -0.375
H 1.138 -0.922 -1.470
H 2.274 -0.639 1.109
H 0.458 0.464 0.274
H -2.244 0.386 -1.155
H -0.496 -1.274 -1.892
H -2.873 1.853 0.620
H -1.759 1.016 1.628
H 2.695 -2.001 1.645
```

Calculated values
**Spin multiplicity**: 1
**LUMO**: 0.86 eV
**Molecular weight**: 76.099 g mol⁻¹
**Structure (SMILES)**: N/C=C/N.O
**Gap between HOMO and LUMO**: 8.1284 eV

Atom charges from the natural (NBO) analysis, given in e for atoms 1 to 4:
1 O -0.93
2 N -0.84
3 N -0.85
4 C -0.06

Which is most stable? The ranking, best first, is *two*, *three*, *one*.

*one*
Molecular formula: C6H14N2
Method: DFT, ωB97M-V/def2-TZVPD

```
22
C6H14N2 (ωB97M-V/def2-TZVPD)
N -1.262 -3.064 -0.453
N -0.041 -0.227 0.036
C 1.891 2.026 1.452
C -1.402 -0.715 0.131
C 1.373 1.595 -0.908
C -1.451 -2.167 0.674
C 1.591 2.521 0.248
C -0.024 0.888 -0.886
H -0.781 1.619 -0.588
H 1.454 3.584 0.072
H -2.388 -2.395 1.195
H -0.548 -2.236 1.292
H -1.937 -0.111 0.887
H -0.871 -3.993 -0.341
H 2.311 1.054 1.649
H 2.056 2.717 2.268
H 1.462 2.097 -1.875
H -2.049 -3.111 -1.073
H -1.960 -0.723 -0.810
H 0.694 -0.890 -0.163
H -0.262 0.714 -1.955
H 2.142 0.816 -0.853
```

Calculated values
**Spin multiplicity**: 1
**LUMO**: 1.19 eV
**Molecular weight**: 114.192 g mol⁻¹
**Structure (SMILES)**: C=CCCNCCN
**Gap between HOMO and LUMO**: 9.8466 eV

Atom charges from the natural (NBO) analysis, given in e for atoms 1 to 4:
1 N -0.87
2 N -0.64
3 C -0.39
4 C -0.21

*two*
Molecular formula: C6H14N2
Method: DFT, ωB97M-V/def2-TZVPD

```
22
C6H14N2 (ωB97M-V/def2-TZVPD)
N 1.812 0.135 0.501
N -0.110 -1.196 -0.008
C -0.351 1.175 0.207
C 0.438 0.093 0.206
C -0.317 -1.536 -1.400
C -1.842 1.063 0.073
C 0.188 2.572 0.365
C 0.505 -2.270 0.739
H -2.176 1.419 -0.904
H 2.370 -0.483 -0.072
H 0.620 -1.791 -1.922
H -2.155 0.031 0.195
H 1.101 2.722 -0.214
H -0.197 -3.105 0.782
H 0.710 -1.926 1.749
H 0.411 2.795 1.409
H -0.981 -2.399 -1.458
H -0.783 -0.698 -1.911
H 1.442 -2.639 0.293
H 2.191 1.069 0.522
H -0.548 3.293 0.018
H -2.329 1.674 0.832
```

Calculated values
**Spin multiplicity**: 1
**LUMO**: 0.95 eV
**Molecular weight**: 114.192 g mol⁻¹
**Structure (SMILES)**: CC(C)=C(N)N(C)C
**Gap between HOMO and LUMO**: 8.3643 eV

Atom charges from the natural (NBO) analysis, given in e for atoms 1 to 4:
1 N -0.84
2 N -0.46
3 C -0.10
4 C 0.33

Which is most stable? The ranking, best first, is *two*, *one*.